{"formula": "C38H100N6O15", "method": "ωB97M-V/def2-TZVPD", "symbols": ["C", "O", "C", "C", "N", "C", "C", "O", "C", "H", "H", "H", "H", "H", "H", "H", "H", "H", "H", "H", "H", "H", "H", "H", "C", "O", "C", "C", "N", "C", "C", "O", "C", "H", "H", "H", "H", "H", "H", "H", "H", "H", "H", "H", "H", "H", "H", "H", "C", "O", "C", "C", "N", "C", "C", "O", "C", "H", "H", "H", "H", "H", "H", "H", "H", "H", "H", "H", "H", "H", "H", "H", "C", "O", "C", "C", "N", "C", "C", "O", "C", "H", "H", "H", "H", "H", "H", "H", "H", "H", "H", "H", "H", "H", "H", "H", "C", "O", "C", "C", "N", "C", "C", "O", "C", "H", "H", "H", "H", "H", "H", "H", "H", "H", "H", "H", "H", "H", "H", "H", "C", "O", "C", "C", "N", "C", "C", "O", "C", "H", "H", "H", "H", "H", "H", "H", "H", "H", "H", "H", "H", "H", "H", "H", "O", "H", "H", "O", "H", "H", "C", "C", "O", "H", "H", "H", "H", "H", "H"], "coordinates": [[-4.96177, 7.71110, 1.96645], [-3.95113, 6.64734, 2.08014], [-4.31017, 5.47904, 2.76612], [-3.44328, 4.28516, 2.32593], [-3.96956, 3.55476, 1.15654], [-3.01646, 2.53007, 0.79082], [-3.41256, 1.91291, -0.53686], [-2.41194, 0.96453, -0.89716], [-2.55958, 0.38407, -2.21625], [-5.01125, 8.23985, 2.91833], [-5.93731, 7.34063, 1.65153], [-4.60972, 8.42414, 1.22098], [-5.33293, 5.12977, 2.62449], [-4.16632, 5.78185, 3.80329], [-3.20119, 3.57751, 3.11886], [-2.52539, 4.77520, 2.00124], [-4.04943, 4.18865, 0.37430], [-2.96912, 1.74836, 1.54896], [-2.06758, 3.05901, 0.70167], [-3.49530, 2.66997, -1.31668], [-4.40443, 1.46116, -0.52231], [-1.81488, -0.40305, -2.33450], [-2.27580, 1.11683, -2.97165], [-3.58096, 0.03259, -2.36231], [6.52031, 5.92240, 6.33078], [6.28356, 4.52501, 6.12898], [5.46413, 3.97281, 7.19305], [5.00364, 2.54351, 6.94407], [4.28833, 2.42585, 5.67494], [3.99977, 0.98986, 5.34106], [3.15705, 0.91918, 4.01657], [3.82235, 1.60143, 2.92321], [3.26869, 1.38703, 1.65349], [6.97410, 6.17859, 7.28814], [5.59277, 6.48106, 6.20569], [7.31203, 6.39053, 5.74586], [4.60189, 4.58120, 7.46602], [6.06108, 3.88415, 8.10073], [4.34681, 2.20707, 7.74624], [5.81681, 1.82034, 7.00627], [4.77307, 2.86650, 4.90621], [3.48567, 0.46039, 6.14321], [4.90251, 0.44995, 5.05531], [2.17000, 1.36379, 4.14375], [2.97388, -0.11578, 3.72780], [2.29691, 1.88062, 1.66401], [3.11107, 0.36277, 1.31562], [4.00920, 1.92093, 1.05794], [-4.95261, -0.67170, -4.92608], [-3.79796, -0.31898, -5.64038], [-3.37475, -1.26815, -6.53519], [-2.35652, -2.23266, -5.79681], [-1.38074, -1.55430, -4.98369], [-0.48655, -0.81864, -5.91190], [0.43104, 0.19370, -5.17433], [-0.42382, 1.17106, -4.63551], [0.20353, 2.11657, -3.80497], [-4.83384, -1.59245, -4.35493], [-5.76740, -0.81185, -5.63642], [-5.24923, 0.19930, -4.34172], [-2.87768, -0.81261, -7.39163], [-4.21573, -1.85067, -6.91139], [-1.77986, -2.84273, -6.49206], [-2.82882, -2.87482, -5.05339], [-1.88551, -0.79429, -4.55044], [-1.06457, -0.33784, -6.70109], [0.16305, -1.62801, -6.24514], [1.19316, 0.63297, -5.81801], [0.87351, -0.32150, -4.32175], [0.59100, 1.66857, -2.88995], [-0.53762, 2.81501, -3.41641], [0.86047, 2.76092, -4.38922], [9.66685, 5.69959, -4.01824], [8.61834, 4.91980, -3.28716], [7.45025, 5.69223, -3.34626], [6.54233, 4.99628, -2.25264], [6.06388, 3.69430, -2.69475], [5.41503, 2.92550, -1.56570], [4.94855, 1.56711, -2.18970], [4.48070, 0.64668, -1.19748], [4.25705, -0.64900, -1.69080], [9.92678, 6.58048, -3.43125], [9.35171, 5.90782, -5.04071], [10.54465, 5.06406, -4.13507], [6.90066, 5.69858, -4.28754], [7.49018, 6.72725, -3.00677], [5.66600, 5.56886, -1.94882], [7.13345, 4.87828, -1.34448], [6.86660, 3.19094, -3.04457], [4.60558, 3.60972, -1.31129], [6.16046, 2.70205, -0.80249], [5.79080, 1.06851, -2.66939], [4.08914, 1.71352, -2.84399], [3.46074, -0.53424, -2.42620], [3.87504, -1.33183, -0.93191], [5.11652, -1.11710, -2.17068], [-8.06879, -1.47331, 0.86418], [-6.77675, -1.97713, 0.50839], [-5.69482, -1.02934, 0.19146], [-4.34516, -1.74244, 0.04892], [-4.43695, -2.69333, -1.01795], [-3.18399, -3.39120, -1.20600], [-3.34913, -4.64542, -2.13739], [-4.43968, -5.41376, -1.59784], [-4.55820, -6.74012, -2.19007], [-8.79364, -2.27061, 1.02851], [-8.45836, -0.84111, 0.06627], [-8.15943, -0.96886, 1.82617], [-5.49658, -0.35073, 1.02110], [-5.95206, -0.44068, -0.68911], [-4.07014, -2.22329, 0.98767], [-3.56047, -1.01060, -0.14282], [-5.00465, -3.39807, -0.56944], [-2.85507, -3.84771, -0.27245], [-2.46310, -2.66576, -1.58303], [-2.49812, -5.32358, -2.20042], [-3.49803, -4.32441, -3.16835], [-3.58255, -7.19869, -2.02903], [-4.77121, -6.62042, -3.25233], [-5.35455, -7.33579, -1.74386], [-2.41043, -6.91764, 2.21242], [-1.93298, -5.93326, 1.27784], [-1.01230, -5.02925, 1.87863], [-1.79264, -3.94142, 2.74535], [-1.01424, -2.69426, 2.95366], [0.38266, -2.73137, 3.47429], [0.53158, -3.20117, 4.95514], [0.30921, -4.58064, 5.14062], [0.14329, -4.97794, 6.49968], [-1.60739, -7.64315, 2.34230], [-3.20072, -7.49461, 1.73218], [-2.84360, -6.53376, 3.13605], [-0.53104, -4.61010, 0.99500], [-0.20929, -5.51443, 2.43350], [-2.17174, -4.31374, 3.69706], [-2.60154, -3.54717, 2.13026], [-0.86925, -2.26181, 2.05252], [0.86480, -1.75404, 3.45304], [0.98006, -3.42940, 2.88779], [-0.30763, -2.70633, 5.44397], [1.43305, -2.86199, 5.46545], [-0.59155, -4.34268, 6.99420], [1.01989, -4.85468, 7.13566], [-0.26235, -5.98085, 6.63283], [0.58582, -5.57286, -2.05254], [-0.21068, -5.95726, -1.68641], [0.27410, -4.98376, -2.73957], [-0.21067, -3.86478, -4.07670], [-0.68284, -3.06718, -4.31572], [0.57911, -3.84723, -4.61722], [0.50373, -1.99953, -1.21548], [0.59725, -1.07921, -0.01945], [-0.76335, -0.96357, 0.45096], [-0.11317, -2.87171, -0.99910], [1.49193, -2.40798, -1.42697], [0.14904, -1.52896, -2.13247], [0.95429, -0.08372, -0.28333], [1.36790, -1.40329, 0.67996], [-1.13772, -0.26353, -0.08884]], "lowdin_spin": [0.009, 0.006, 0.005, 0.007, 0.002, 0.009, 0.015, 0.007, 0.005, 0.001, 0.001, 0.001, 0.001, 0.001, 0.001, 0.002, 0.005, 0.000, 0.008, 0.010, 0.001, 0.001, 0.002, 0.001, 0.001, 0.001, 0.001, 0.000, 0.000, 0.002, 0.003, 0.002, 0.010, 0.000, 0.000, 0.000, 0.000, 0.000, 0.000, 0.000, 0.000, 0.000, 0.001, 0.001, 0.001, 0.006, 0.001, 0.000, 0.013, 0.013, 0.023, 0.021, 0.003, 0.068, 0.064, 0.025, 0.052, 0.002, 0.003, 0.006, 0.009, 0.004, 0.015, 0.002, 0.001, 0.010, 0.042, 0.035, 0.012, 0.009, 0.015, 0.017, 0.005, 0.003, 0.008, 0.010, 0.003, 0.012, 0.026, 0.008, 0.043, 0.001, 0.001, 0.001, 0.002, 0.001, 0.004, 0.001, 0.001, 0.008, 0.001, 0.005, 0.009, 0.014, 0.005, 0.010, 0.004, 0.000, 0.002, 0.001, 0.001, 0.002, 0.005, 0.001, 0.006, 0.000, 0.001, 0.000, 0.000, 0.002, 0.000, 0.000, 0.000, 0.000, 0.001, 0.002, 0.002, 0.002, 0.002, 0.000, 0.002, 0.002, 0.001, 0.001, 0.000, 0.002, 0.001, 0.001, 0.001, 0.000, 0.000, 0.000, 0.001, 0.000, 0.000, 0.000, 0.000, 0.000, 0.002, 0.000, 0.001, 0.000, 0.000, 0.000, 0.015, 0.002, 0.003, 0.075, 0.003, 0.033, 0.010, 0.006, 0.002, 0.001, 0.006, 0.003, 0.004, 0.001, 0.000], "homo_ev": [0.84, -6.40], "multiplicity": 2, "charge": -1, "fmax_ha_per_bohr": 0.0769}